(1)
Molecular formula: C2H3BrN2O2
Method: DFT, wB97M-V/def2-TZVPD

Each line ends with the Löwdin charge.
Positions of all 10 atoms, in Å:
C (-0.31, -1.03, -0.46)  -0.26
C (0.96, -1.07, -0.15)  -0.66
N (-1.00, 0.19, -0.60)  -0.06
N (0.33, 1.62, 0.79)  -0.15
O (1.16, 0.81, 1.29)  -0.05
O (-0.91, 1.23, 0.30)  -0.12
Br (2.04, -2.40, 0.22)  0.81
H (-1.02, -1.72, -0.74)  0.09
H (-2.08, 0.09, -0.64)  0.18
H (0.83, 2.26, -0.01)  0.22

electronic energy = -79230.8357 eV
largest force on an atom = 4.42 eV/A
HOMO energy (spin up / spin down) = -8.3 / -8.1 eV

(2)
Molecular formula: C2H3BrN4
Method: DFT, wB97M-V/def2-TZVPD

Each line ends with the Löwdin charge.
Positions of all 10 atoms, in Å:
C (0.19, -0.84, -1.18)  -0.29
C (-0.87, 0.31, 1.82)  0.01
N (0.96, 0.19, -1.03)  -0.55
N (-0.46, -1.08, -0.10)  0.12
N (0.69, 0.78, 0.15)  0.01
N (-0.26, 0.05, 0.72)  -0.27
Br (1.61, 1.19, -2.49)  0.72
H (0.17, -1.42, -2.07)  0.11
H (-1.40, -0.54, 2.13)  0.05
H (-0.62, 1.35, 2.05)  0.08

electronic energy = -78120.4268 eV
largest force on an atom = 4.25 eV/A
HOMO energy = -7.4 eV

(3)
Molecular formula: C2H3BrO
Method: DFT, wB97M-V/def2-TZVPD

Each line ends with the Löwdin charge.
Positions of all 7 atoms, in Å:
C (0.50, -0.59, 0.53)  -0.06
C (-0.68, -0.06, 0.62)  0.12
O (-0.81, 1.25, -0.95)  -0.84
Br (0.54, 1.05, -2.11)  0.66
H (0.83, -1.22, 1.25)  0.03
H (1.28, -0.44, -0.23)  0.01
H (-1.67, 0.00, 0.90)  0.06

electronic energy = -74207.4703 eV
largest force on an atom = 5.73 eV/A
HOMO energy = -9.1 eV

(4)
Molecular formula: C2H3BrO2
Method: DFT, wB97M-V/def2-TZVPD

Each line ends with the Löwdin charge.
Positions of all 8 atoms, in Å:
Br (0.03, 0.93, 2.13)  0.66
C (0.47, 0.56, 0.31)  -0.59
C (-0.27, -0.64, -0.20)  -0.53
O (-1.44, -0.46, -0.87)  0.03
O (-0.27, -0.85, -1.55)  0.04
H (0.12, 1.56, -0.46)  0.18
H (1.55, 0.44, 0.21)  0.06
H (-0.20, -1.54, 0.43)  0.15

electronic energy = -76255.8620 eV
largest force on an atom = 4.44 eV/A
HOMO energy = -10.6 eV

(5)
Molecular formula: C2H3BrO2
Method: DFT, wB97M-V/def2-TZVPD

Each line ends with the Löwdin charge.
Positions of all 8 atoms, in Å:
C (-0.14, -0.07, -0.02)  -0.04
C (-1.57, -0.74, 0.10)  -0.95
Br (-3.05, 0.51, -0.03)  0.74
O (-1.79, -1.88, 0.78)  0.00
O (-1.84, -1.90, -0.62)  -0.02
H (0.63, -0.40, 0.81)  0.12
H (-0.36, 1.04, 0.28)  0.08
H (0.20, -0.39, -0.98)  0.06

electronic energy = -76255.9003 eV
largest force on an atom = 4.30 eV/A
HOMO energy = -10.4 eV

(6)
Molecular formula: C2H3BrO2
Method: DFT, wB97M-V/def2-TZVPD

Each line ends with the Mulliken spin population.
Positions of all 8 atoms, in Å:
C (0.71, -0.94, -0.76)  0.75
C (-0.44, 0.64, 0.52)  0.01
O (0.00, -0.69, 0.37)  0.15
O (1.20, -0.10, -1.44)  1.00
Br (-1.76, 0.75, 1.94)  0.01
H (0.92, -1.96, -1.02)  0.07
H (0.43, 1.16, 0.72)  0.01
H (-1.05, 1.15, -0.32)  0.00

spin multiplicity = 3
electronic energy = -76254.0603 eV
largest force on an atom = 10.18 eV/A
HOMO energy (spin up / spin down) = -5.9 / -10.5 eV
expectation value of S² = 2.01

What is the formula in the fifth record?
C2H3BrO2